Entry 1:
DFT (ωB97M-V/def2-TZVPD) results for a cluster of 8 separate species, C52H51F7IN3O2P in total.

Cartesian coordinates (Å):
C (-1.491018, 4.499278, -1.345961)
C (-2.311879, 3.161992, -1.159588)
O (-1.368234, 2.066435, -0.968485)
C (-1.231152, 1.696204, 0.321411)
C (-1.227946, 2.714312, 1.390225)
C (-1.032126, 2.323025, 2.798308)
P (-0.972701, 3.633940, 4.128274)
N (0.112228, 4.708293, 3.674780)
C (-0.857466, 0.870816, 3.069666)
I (-0.532297, 0.101950, 5.065658)
C (-0.880260, -0.044508, 1.958774)
N (-1.062738, 0.345132, 0.629927)
N (-1.012221, -0.672331, -0.312389)
C (0.189191, -0.587569, -1.185056)
C (-2.268359, -0.813150, -1.067735)
C (-3.531363, -1.579921, -0.519333)
O (-2.364960, -0.367574, -2.186372)
H (-1.806702, 5.010629, -2.288493)
H (-1.611430, 5.238560, -0.511360)
H (-0.413017, 4.204697, -1.494658)
H (-3.128097, 3.209897, -0.397748)
H (-2.818293, 2.957966, -2.145638)
H (-1.366089, 3.801314, 1.203248)
H (-0.555327, 3.032959, 5.352669)
H (-2.208677, 4.335082, 4.281445)
H (0.880609, 4.755655, 4.351487)
H (-0.720056, -1.129071, 2.186630)
H (0.109533, 0.203875, -1.974908)
H (1.071994, -0.314263, -0.534524)
H (0.441601, -1.589663, -1.621946)
H (-4.256352, -0.838902, -0.098644)
H (-3.275165, -2.419502, 0.172199)
H (-4.027762, -2.028244, -1.423524)
F (5.386388, 0.822586, 1.134517)
C (4.885280, 1.872712, 1.809415)
C (5.697949, 2.959438, 2.074885)
C (5.177698, 4.045597, 2.767416)
C (3.854506, 4.027314, 3.195264)
C (3.050173, 2.927036, 2.926470)
C (3.566284, 1.844405, 2.224235)
H (6.728654, 2.952860, 1.740915)
H (5.803351, 4.905417, 2.973929)
H (3.451138, 4.873916, 3.738984)
H (2.019822, 2.911951, 3.263298)
H (2.951322, 0.981107, 1.997702)
F (-0.651147, -2.851074, -2.966337)
C (-0.808288, -2.617915, -4.288763)
C (-1.780159, -1.729846, -4.708152)
C (-1.938923, -1.489579, -6.067635)
C (-1.129108, -2.147843, -6.987714)
C (-0.158044, -3.040877, -6.549424)
C (0.006582, -3.273437, -5.189835)
H (-2.405403, -1.233955, -3.976663)
H (-2.692776, -0.790271, -6.409891)
H (-1.256055, -1.963214, -8.048128)
H (0.470143, -3.556118, -7.265876)
H (0.762676, -3.959073, -4.827581)
F (11.046865, 4.928734, 4.010917)
C (10.932974, 3.877359, 3.182864)
C (9.984544, 2.905831, 3.447882)
C (9.863424, 1.820919, 2.588554)
C (10.698519, 1.715817, 1.481731)
C (11.650550, 2.696782, 1.230184)
C (11.765747, 3.787541, 2.082246)
H (9.348696, 3.001222, 4.319628)
H (9.118956, 1.057434, 2.781617)
H (10.606050, 0.866852, 0.814273)
H (12.303557, 2.612007, 0.369938)
H (12.495716, 4.565684, 1.897182)
F (-3.708701, 2.518129, 3.694824)
C (-4.819092, 2.922365, 4.359103)
C (-5.001444, 2.529036, 5.671467)
C (-6.136491, 2.947262, 6.354109)
C (-7.077746, 3.743660, 5.712027)
C (-6.883094, 4.127178, 4.390623)
C (-5.743279, 3.718631, 3.710216)
H (-4.260294, 1.901121, 6.152274)
H (-6.287377, 2.652083, 7.385170)
H (-7.964870, 4.065724, 6.244092)
H (-7.619009, 4.744355, 3.889993)
H (-5.570350, 4.014924, 2.682611)
F (-6.634634, -3.246406, 4.923075)
C (-5.313350, -3.478451, 4.925485)
C (-4.853452, -4.783618, 4.930681)
C (-3.485328, -5.023056, 4.928108)
C (-2.593617, -3.955726, 4.931024)
C (-3.069108, -2.649544, 4.930809)
C (-4.437420, -2.407961, 4.922423)
H (-5.562989, -5.601607, 4.936653)
H (-3.114172, -6.040675, 4.924599)
H (-1.525734, -4.144269, 4.933534)
H (-2.373573, -1.817435, 4.937102)
H (-4.826307, -1.396614, 4.913423)
F (3.255285, -4.102873, -4.726356)
C (3.832436, -3.446126, -3.704408)
C (3.918915, -2.065970, -3.749890)
C (4.509906, -1.386300, -2.691770)
C (5.015926, -2.094960, -1.607364)
C (4.926515, -3.482121, -1.577327)
C (4.326232, -4.162682, -2.629409)
H (3.526313, -1.532217, -4.606934)
H (4.576849, -0.304984, -2.712819)
H (5.480840, -1.563685, -0.784581)
H (5.324686, -4.033922, -0.734282)
H (4.239955, -5.242180, -2.619113)
F (-6.132287, -5.689105, -10.108020)
C (-5.539660, -5.039861, -9.093410)
C (-5.443979, -3.660325, -9.135276)
C (-4.835125, -2.988895, -8.082782)
C (-4.320482, -3.704635, -7.007692)
C (-4.418991, -5.090683, -6.980507)
C (-5.037107, -5.763356, -8.026802)
H (-5.843580, -3.120941, -9.985140)
H (-4.761245, -1.907689, -8.101073)
H (-3.842561, -3.180418, -6.190278)
H (-4.013947, -5.647894, -6.144086)
H (-5.130809, -6.842181, -8.018997)

Cartesian forces, eV/Å:
-0.1 -0.2 -0.2
-0.3 1.7 -1.8
-0.7 -1.3 2.2
0.2 1.7 1.0
0.4 -2.1 2.0
-0.9 -2.2 -2.2
2.2 2.3 -0.3
-0.4 -0.8 0.5
-0.2 0.8 -2.1
0.0 0.6 -1.4
0.3 1.1 1.9
-0.1 1.6 2.0
0.0 -0.5 -1.2
1.5 0.4 0.0
-2.0 -0.1 -1.1
0.7 -0.1 -0.2
0.7 -0.1 1.3
0.2 -0.4 0.8
0.3 -0.8 -0.7
-1.1 0.5 0.3
1.0 -0.3 -0.3
0.6 -0.2 1.1
0.2 -1.1 -0.3
-1.0 -0.3 -0.5
0.0 -1.2 -0.2
-0.2 0.1 -0.5
-0.3 1.1 -0.8
-0.1 -0.9 0.6
-1.0 -0.3 -0.5
-0.6 1.1 0.4
0.7 -0.7 0.0
-0.3 1.0 -0.3
0.6 0.6 0.8
0.0 -0.1 -0.1
-0.2 0.5 0.3
0.3 0.0 -0.1
-0.2 -0.2 0.0
0.0 0.1 0.1
0.2 0.0 0.0
-0.1 -0.2 0.0
0.0 0.0 0.0
0.0 -0.1 0.0
0.0 0.0 -0.1
0.1 0.0 -0.1
0.1 0.0 0.0
-0.1 -0.2 0.2
-0.1 0.1 -0.9
-0.3 0.2 0.2
0.4 -0.2 0.0
0.0 0.1 -0.1
-0.2 0.2 0.0
0.2 -0.3 0.2
0.1 -0.1 -0.3
0.0 0.0 0.1
0.0 0.0 0.1
0.0 0.0 0.1
0.0 0.0 0.0
0.0 0.1 0.0
0.0 -0.4 -0.3
-0.2 0.0 0.2
0.2 0.1 -0.1
0.0 -0.1 -0.1
-0.2 0.0 0.2
0.2 0.2 0.0
0.0 0.0 0.0
0.0 0.0 0.0
0.0 0.1 0.0
0.0 0.0 0.1
0.0 0.0 0.1
0.2 -0.2 -0.2
-0.8 0.3 0.5
0.3 -0.2 0.0
-0.1 0.1 -0.2
0.0 0.0 0.0
0.1 -0.1 0.2
0.2 0.0 -0.3
0.0 0.0 0.0
0.0 0.0 -0.1
0.1 0.0 0.0
0.1 0.0 0.0
0.0 0.0 0.0
0.0 0.0 0.0
0.5 -0.1 0.0
-0.1 -0.2 0.0
0.0 0.2 0.0
0.1 0.0 0.0
-0.1 -0.3 -0.1
-0.1 0.2 0.0
0.0 0.1 0.0
-0.1 0.0 0.0
-0.1 0.0 0.0
-0.3 -0.3 0.0
0.0 0.0 0.0
0.0 -0.1 -0.1
0.3 0.3 0.5
-0.1 0.1 -0.2
0.0 -0.2 0.1
0.0 0.1 0.1
-0.1 0.2 -0.1
0.0 -0.3 0.0
0.0 -0.1 0.0
0.0 -0.1 0.0
0.0 0.0 -0.1
0.0 0.0 -0.1
0.0 0.0 0.0
0.0 0.0 0.0
0.2 0.3 0.4
-0.1 0.1 -0.2
0.0 -0.3 0.1
0.0 0.0 0.1
-0.1 0.2 -0.2
0.0 -0.2 0.0
0.0 -0.1 0.0
0.0 -0.1 0.0
0.0 -0.1 0.0
0.0 0.0 -0.1
0.0 0.0 -0.1

Values from the calculation:
Charge: +1
E_HOMO: -10.430 eV
2S+1: 1
Orbital gap: 5.91 eV
Molar mass: 1040.86 g/mol

Mulliken population analysis, charges in e, atoms 1 to 99: -1.031 -0.426 -0.343 0.415 -0.741 0.622 0.464 -0.717 -0.621 0.081 -0.217 0.728 -0.219 -0.830 0.545 -1.319 -0.433 0.343 0.352 0.296 0.396 0.365 0.290 0.074 0.082 0.230 0.527 0.258 0.325 0.348 0.292 0.344 0.396 -0.264 0.266 -0.521 -0.512 -0.466 0.483 -0.528 0.513 0.401 0.312 -0.162 0.482 -0.404 0.420 0.023 -1.029 -0.283 -0.762 -0.366 0.618 0.418 0.426 0.456 0.506 -0.311 0.333 -0.432 -0.365 -0.512 -0.317 -0.402 0.439 0.423 0.375 0.362 0.409 0.123 0.327 -0.363 -0.456 -0.559 -0.479 -0.495 0.419 0.380 0.385 0.382 0.392 -0.305 0.329 -0.478 -0.355 -0.667 0.784 -0.684 0.426 0.386 0.397 -0.342 0.532 -0.344 0.335 -0.257 -0.470 -0.532 -0.429

Entry 2:
DFT (ωB97M-V/def2-TZVPD) results for a structure of composition C52H51N6O3PRuSSb.

Cartesian coordinates (Å):
Ru (0.102598, -0.709047, 0.790137)
C (-1.828630, -1.621671, -4.262167)
N (-1.806950, -1.515987, -2.797310)
C (-0.782983, -1.046386, -2.045756)
N (-1.151706, -1.101231, -0.761792)
C (-2.411250, -1.620248, -0.677339)
C (-2.829287, -1.906361, -1.952897)
C (-4.100924, -2.469954, -2.423976)
C (-5.299216, -1.908915, -1.996270)
C (-6.500911, -2.452963, -2.420882)
C (-6.508638, -3.555885, -3.264076)
C (-5.312787, -4.125756, -3.681923)
C (-4.108924, -3.584734, -3.259100)
C (-3.108496, -1.784728, 0.608760)
C (-3.370551, -0.648269, 1.369136)
C (-4.066823, -0.748959, 2.562714)
C (-4.511059, -1.989025, 2.998546)
C (-4.262244, -3.125908, 2.239066)
C (-3.568880, -3.025205, 1.044883)
P (0.417033, 0.173095, -2.638484)
C (-0.104694, 1.473301, -1.472049)
N (0.180690, 1.446125, -0.172122)
C (-0.438801, 2.538052, 0.400964)
C (-1.168189, 3.184405, -0.587407)
N (-0.909586, 2.510578, -1.756036)
C (-1.481959, 2.834089, -3.062933)
C (-2.124996, 4.299219, -0.559857)
C (-3.272095, 4.186582, 0.224347)
C (-4.208514, 5.207836, 0.233636)
C (-4.001662, 6.343871, -0.538468)
C (-2.861501, 6.458984, -1.322417)
C (-1.925996, 5.435570, -1.338469)
C (-0.083495, 2.972800, 1.754374)
C (1.065633, 2.443613, 2.342589)
C (1.470431, 2.841583, 3.603732)
C (0.739266, 3.796481, 4.298785)
C (-0.385709, 4.356239, 3.709918)
C (-0.792166, 3.954722, 2.448777)
C (1.945406, -0.129552, -1.675104)
N (2.118254, -0.704071, -0.507496)
C (3.395084, -0.336139, -0.080766)
C (3.984327, 0.481326, -1.082976)
N (3.068561, 0.569291, -2.061519)
C (3.221239, 1.335071, -3.305624)
C (5.256083, 1.217959, -1.152922)
C (6.313708, 0.718615, -1.908031)
C (7.497336, 1.437273, -1.977844)
C (7.618572, 2.646659, -1.306256)
C (6.558564, 3.144082, -0.558490)
C (5.372856, 2.430497, -0.475980)
C (4.027179, -0.822125, 1.090229)
C (3.388068, -1.792988, 1.902528)
C (4.006927, -2.316671, 3.003972)
C (5.289007, -1.874175, 3.354993)
C (5.935068, -0.899851, 2.588376)
C (5.324541, -0.379389, 1.476575)
H (-2.820715, -1.353154, -4.615321)
H (-1.598159, -2.639859, -4.566182)
H (-1.085752, -0.943589, -4.673808)
H (-5.294324, -1.050987, -1.333444)
H (-7.432876, -2.016297, -2.092707)
H (-7.447983, -3.977415, -3.591978)
H (-5.315259, -4.991469, -4.327343)
H (-3.181675, -4.054202, -3.563196)
H (-3.026507, 0.321872, 1.023427)
H (-4.268319, 0.136486, 3.146952)
H (-5.064258, -2.068861, 3.923501)
H (-4.625258, -4.087801, 2.570836)
H (-3.421854, -3.913569, 0.444917)
H (-2.490292, 3.212282, -2.910234)
H (-1.521758, 1.930760, -3.668069)
H (-0.884473, 3.588572, -3.568720)
H (-3.429533, 3.297402, 0.823057)
H (-5.098430, 5.118628, 0.840917)
H (-4.730160, 7.141847, -0.527964)
H (-2.697751, 7.347325, -1.914845)
H (-1.025403, 5.541221, -1.930756)
H (1.668873, 1.726468, 1.795434)
H (2.368427, 2.423442, 4.038464)
H (1.056101, 4.119501, 5.279964)
H (-0.947909, 5.116606, 4.232681)
H (-1.666687, 4.414176, 2.014797)
H (4.277458, 1.540413, -3.451844)
H (2.679506, 2.276396, -3.220551)
H (2.841411, 0.748277, -4.137815)
H (6.222516, -0.228499, -2.423183)
H (8.324369, 1.051335, -2.556457)
H (8.541948, 3.203752, -1.365228)
H (6.655910, 4.085784, -0.037573)
H (4.546599, 2.808702, 0.112313)
H (2.386940, -2.111594, 1.653171)
H (3.511168, -3.062437, 3.607816)
H (5.780162, -2.285536, 4.225564)
H (6.919931, -0.556927, 2.868116)
H (5.845649, 0.370807, 0.901075)
C (0.429057, -4.901960, 1.859537)
Sb (0.405828, -3.540625, 0.258997)
C (-0.899890, -4.414925, -1.136866)
C (2.182492, -3.999724, -0.785688)
H (0.492811, -5.899295, 1.428010)
H (-0.475135, -4.788932, 2.448564)
H (1.297678, -4.708577, 2.483328)
H (-0.594897, -5.458743, -1.191181)
H (-0.749989, -3.944493, -2.105723)
H (-1.939846, -4.350164, -0.843252)
H (2.106193, -5.043864, -1.081909)
H (3.059155, -3.867495, -0.155940)
H (2.267741, -3.375421, -1.671258)
C (-0.080185, -0.700463, 4.996925)
S (-0.235904, -0.834609, 3.278542)
O (-1.135802, 0.189641, 2.745918)
O (1.132556, -0.575176, 2.631219)
O (-0.643590, -2.175806, 2.877210)
H (0.159675, 0.333103, 5.231576)
H (0.703787, -1.377544, 5.323214)
H (-1.040132, -0.986533, 5.420731)

Cartesian forces, eV/Å:
0.5 -0.9 -0.6
0.0 0.1 0.2
-0.1 -0.2 0.1
-0.3 0.3 -0.1
0.3 0.3 0.1
0.0 -0.1 0.3
0.0 0.1 -0.6
0.2 -0.1 0.1
-0.1 0.0 0.0
0.0 0.0 0.0
0.0 0.0 0.0
0.0 0.1 0.1
-0.1 -0.1 -0.1
-0.2 0.1 -0.1
-0.1 0.0 0.0
0.0 -0.1 -0.1
0.0 0.0 0.0
0.0 0.0 0.0
-0.1 -0.1 0.0
1.0 -0.4 -0.1
0.0 -0.5 1.1
-0.1 -0.1 0.0
1.2 -0.4 1.9
-1.3 1.0 -1.3
-0.3 0.9 0.2
-0.1 0.0 -0.1
0.4 -0.3 0.1
-0.2 0.0 0.2
0.0 -0.1 0.0
0.0 0.0 0.0
0.1 -0.1 0.0
0.0 0.3 -0.2
-0.6 -0.4 -1.8
1.2 -0.5 0.6
0.2 -0.4 -0.6
0.1 0.0 0.1
-0.7 0.1 -0.6
-0.5 0.9 0.8
0.1 0.4 -1.6
0.5 0.5 0.8
-0.3 0.9 -2.1
-0.5 -0.8 1.4
-1.3 -0.3 -0.5
-0.1 -0.1 0.2
0.0 -0.1 -0.1
0.0 0.1 0.1
0.0 0.0 0.0
0.0 0.0 0.0
0.0 0.0 0.0
0.2 0.0 -0.2
1.0 -0.9 2.2
0.4 0.6 -1.1
0.9 0.1 0.5
-0.2 0.1 -0.2
-0.2 -0.6 0.7
-1.0 -0.1 -0.6
0.0 0.0 0.0
0.0 0.0 0.0
0.0 0.0 0.0
0.0 0.0 0.0
0.0 0.0 0.0
0.0 0.0 0.0
0.0 0.0 0.0
0.0 0.0 0.0
-0.1 -0.1 0.0
0.0 0.1 0.0
0.0 0.0 0.0
0.0 0.0 0.0
0.0 0.0 0.0
0.0 0.0 0.0
0.0 0.0 0.0
0.0 0.0 0.0
0.0 0.0 0.0
0.0 0.0 0.0
0.0 0.0 0.0
0.0 0.0 0.0
0.0 0.0 0.0
-0.1 0.1 0.1
0.0 0.0 0.0
0.0 0.0 0.1
0.0 0.0 0.0
0.0 0.0 0.0
0.0 0.0 0.0
0.1 0.0 -0.1
0.0 0.0 0.0
0.0 0.0 0.0
0.0 0.0 0.0
0.0 0.0 0.0
0.0 0.0 0.0
0.0 0.0 0.0
0.2 -0.1 -0.1
0.0 -0.1 0.1
0.0 0.0 0.0
0.1 0.0 0.0
-0.1 -0.1 0.1
-0.1 0.0 0.1
0.4 0.5 0.3
-0.2 0.0 0.0
0.1 0.1 0.0
0.0 0.0 0.0
0.0 0.0 0.0
0.0 0.0 0.0
0.0 -0.1 -0.1
0.0 0.0 -0.1
0.0 -0.1 0.0
0.0 -0.1 0.0
0.0 0.1 0.0
0.0 0.0 0.0
0.0 0.0 0.2
0.4 -0.3 -0.5
0.1 0.4 0.1
-0.9 0.2 0.1
-0.1 0.1 0.5
0.0 0.0 0.1
0.0 0.0 0.0
0.0 0.0 0.1

Values from the calculation:
Charge: +3
E_HOMO (alpha / beta): -14.413 / -14.290 eV
2S+1: 5
Energy relative to the best compared isomer or geometry (same formula, charge and spin): 23.8 kcal per mole
Orbital gap (alpha / beta): 5.84 / 3.17 eV
Expectation value of S²: 6.04
Molar mass: 1093.89 g/mol

Mulliken population analysis, charges in e, atoms 1 to 99: 1.883 -1.053 1.054 -1.006 1.046 -0.818 1.068 -0.149 -0.261 -0.866 -0.518 -0.896 -0.391 0.687 -0.009 -0.599 -0.755 -1.022 -0.561 -0.990 -0.612 0.487 -0.504 1.015 0.627 -0.940 -0.466 -0.110 -0.829 -0.535 -0.869 -0.363 1.109 -0.286 -0.860 -0.579 -1.051 -0.384 -1.172 1.882 -0.150 0.405 0.244 -0.822 -1.145 0.134 -0.955 -0.436 -0.886 0.362 1.551 0.195 -0.972 -0.906 -0.946 -0.688 0.382 0.330 0.397 0.459 0.463 0.445 0.453 0.385 0.437 0.497 0.481 0.510 0.427 0.390 0.336 0.359 0.627 0.468 0.452 0.457 0.515 0.406 0.568 0.490 0.510 0.479 0.410 0.259 0.346 0.525 0.447 0.438 0.445 0.521 -0.369 0.526 0.449 0.508 0.317 -1.170 0.848 -1.165 -1.236

Q: Which DFT total energy values were calculated for the entries above? A: -3664.540791; -3640.165142, in Eh.